Molecular formula: C2H9NO2
Method: DFT, the ωB97M-V functional and the def2-TZVPD basis

Cartesian coordinates (Å):
1 C -2.009 -1.698 0.391
2 O -2.303 -0.856 -0.737
3 H -1.040 -2.217 0.381
4 H -2.040 -1.166 1.326
5 H -2.791 -2.468 0.210
6 H -2.114 -1.331 -1.545
7 N 2.187 1.133 -0.880
8 C 1.167 1.405 0.159
9 O 1.031 0.277 0.965
10 H 3.147 1.015 -0.521
11 H 1.988 0.185 -1.201
12 H 1.457 2.431 0.443
13 H 0.283 1.599 -0.454
14 H 1.259 0.320 1.929

- lowest unoccupied orbital energy (spin up / spin down) (eV) = 3.9 / 3.9
- 2S+1 = 2
- orbital gap (spin up / spin down) (hartree) = 0.099 / 0.353
- total charge = -1
- energy (Ha) = -286.730941
- expectation value of S² = 0.751


Molecular formula: C5H8S
Method: DFT, the ωB97M-V functional and the def2-TZVPD basis

Cartesian coordinates (Å):
1 C 0.859 0.241 1.830
2 C 0.187 0.866 0.692
3 S -0.825 2.061 0.784
4 C 0.328 -0.030 -0.595
5 C -0.652 -1.140 -0.763
6 C -0.703 0.126 -1.687
7 H 1.789 -0.247 1.445
8 H 1.154 0.907 2.679
9 H 0.168 -0.396 2.339
10 H 1.426 -0.169 -0.995
11 H -1.521 -1.029 -0.046
12 H -0.361 -1.959 -1.383
13 H -1.553 0.703 -1.597
14 H -0.298 0.068 -2.702

- lowest unoccupied orbital energy (eV) = 0.1
- orbital gap (hartree) = 0.317
- total charge = 0
- energy (Ha) = -593.419219
- SMILES = CC(=S)C1CC1


Energy above the lowest of the compared OMol25 structures with the same formula, charge and spin? In order: 1.264, 1.878 eV.